Computed, not measured: a 2-piece molecular cluster, C3H5ClF4N2 overall at a distorted geometry, with ωB97M-V/def2-TZVPD.

Geometry (Å):
C  0.6565  1.5215  1.3588
C  0.8439  0.1187  1.4176
C  -0.7336  -0.4449  -0.8917
N  0.2560  -1.0244  -1.6328
N  -1.5645  -1.1683  -0.1687
F  0.1646  -0.9544  -3.1433
F  1.5210  -0.4062  -1.6374
F  -0.8257  -2.1522  0.4816
F  -2.5321  -2.0660  -1.0601
Cl  -1.1422  1.2372  -1.1664
H  1.5998  2.0529  1.0904
H  0.1358  1.8446  0.3082
H  -0.1643  1.9719  2.1313
H  1.6870  -0.2292  0.9589
H  0.0978  -0.3012  1.9537

Computed properties:
E_LUMO (spin up / spin down) = -0.96 / -4.12 eV
Total charge = 0
2S+1 = 3
Gap between HOMO and LUMO (spin up / spin down) = 6.770 / 7.558 eV

The computed natural (NBO) charges, all in e, follow: -0.705 -0.353 0.296 0.227 0.227 -0.232 -0.198 -0.174 -0.258 0.137 0.229 0.211 0.224 0.189 0.180


Computed, not measured: C6H21IrN5O5S as an isolated structure at a distorted geometry, with ωB97M-V/def2-TZVPD.

Geometry (Å):
O  2.2576  2.1323  -2.0731
H  2.9738  2.7473  -1.8421
Ir  0.6798  0.0056  -0.2945
N  -1.0481  -0.6144  -1.0071
N  1.0883  -0.4798  -2.1760
O  -2.3271  -0.6862  -0.4154
O  2.2537  -0.2447  -2.8486
C  -1.1291  -1.0300  -2.2745
C  0.1071  -1.0098  -2.9385
C  -2.4808  -1.3844  -2.7326
C  0.4087  -1.3537  -4.3421
H  -3.1954  -0.5537  -2.6722
H  -2.9126  -2.2257  -2.1810
H  -2.4148  -1.6796  -3.7835
H  1.2465  -2.0569  -4.3981
H  0.6596  -0.4642  -4.9359
H  -0.4651  -1.8177  -4.8074
H  -2.2810  -0.3055  0.4827
H  2.4702  0.7297  -2.5821
O  -0.3103  -2.8131  1.9571
H  -0.9837  -3.4857  1.7416
H  0.5075  -3.1496  1.5463
C  1.2520  2.0366  -0.8577
H  1.8662  1.7419  0.0031
H  0.3713  1.4825  -1.2964
H  0.8321  3.0332  -0.6477
O  -0.8595  4.7586  -0.4997
H  -1.6738  4.6702  -1.0256
H  -1.1630  4.9706  0.3999
N  -0.2012  0.0199  1.6968
N  0.7190  0.5629  2.6408
C  2.0176  0.3770  2.3786
N  2.9188  0.8606  3.2574
S  2.4996  -0.3507  0.9083
H  -0.4343  -0.9667  1.9560
H  -1.0525  0.5889  1.7513
H  0.4098  0.6781  3.6157
H  3.9011  0.7936  3.0232
H  2.6506  1.4150  4.0660

Computed properties:
E_LUMO (spin up / spin down) = -2.87 / -5.01 eV
Total charge = +1
Relative energy (zero: lowest compared OMol25 entry of this formula, charge and spin) = 109.5 kJ/mol
2S+1 = 5
Gap between HOMO and LUMO (spin up / spin down) = 5.057 / 6.298 eV

The computed natural (NBO) charges, all in e, follow: -0.752 0.505 0.840 -0.338 -0.196 -0.557 -0.548 0.209 0.104 -0.664 -0.651 0.250 0.249 0.230 0.246 0.242 0.225 0.461 0.502 -0.968 0.499 0.497 -0.366 0.262 0.235 0.269 -0.953 0.481 0.477 -0.653 -0.471 0.093 -0.806 -0.005 0.443 0.384 0.398 0.422 0.403


Q: What is the total charge in the second record?
A: +1